Here is a molecular structure, C43H55BGe2N4SbTl from OMol25. Energies are from ωB97M-V/def2-TZVPD.

XYZ file:
```
107
Properties=species:S:1:pos:R:3:forces:R:3
Tl 0.695 0.542 -0.668 0.1488 0.0786 0.0989
B -2.903 1.773 -0.703 -0.0202 -0.0226 0.0604
N -1.771 2.529 -1.480 -0.0447 0.0361 -0.1253
C -2.041 3.624 -2.197 0.0615 -0.0009 -0.0379
C -0.918 3.989 -2.922 0.0123 -0.0146 0.0220
C 0.028 3.036 -2.585 -0.0022 -0.0058 0.0011
N -0.497 2.156 -1.717 -0.0162 0.0093 0.0874
N -2.349 0.603 0.176 0.2122 0.0103 -0.4557
C -2.668 0.403 1.438 0.0304 -0.0082 0.1836
C -2.226 -0.861 1.846 -0.1532 -0.0033 0.0581
C -1.615 -1.388 0.747 0.2138 0.1137 -0.3817
N -1.658 -0.496 -0.305 -0.3887 -0.2649 0.6199
H -3.408 2.544 0.063 -0.0530 -0.0149 -0.0011
H -3.687 1.308 -1.488 0.0439 -0.0206 -0.0549
H -3.023 4.068 -2.156 -0.0056 -0.0020 -0.0014
H -0.810 4.819 -3.597 0.0025 0.0050 0.0039
H 1.043 2.927 -2.931 0.0323 0.0135 0.0112
H -3.182 1.174 1.992 -0.0071 0.0113 0.0064
H -2.345 -1.312 2.816 -0.0221 0.0057 -0.0073
H -1.134 -2.344 0.604 -0.0040 -0.0097 0.0040
C 2.221 -3.851 0.786 -0.0034 0.0010 -0.0036
C 2.231 -2.333 0.589 -0.0014 0.0251 -0.0069
Ge 1.751 -1.805 -1.240 -0.0425 -0.0391 -0.0415
C 3.256 -1.661 -2.470 -0.0274 0.0660 -0.0072
C 4.094 -2.944 -2.439 -0.0014 0.0078 -0.0161
C 0.360 -2.996 -1.893 -0.0488 0.0260 0.0169
C -0.955 -2.942 -2.136 0.0799 0.0068 0.0354
Ge -2.150 -1.381 -2.078 -0.1740 0.1669 -0.1585
C -1.788 -0.094 -3.497 0.0345 -0.0740 -0.0115
C -1.945 -0.723 -4.886 0.0023 -0.0175 -0.0118
C -4.006 -1.769 -1.640 -0.0172 0.0118 0.0138
C -4.986 -1.781 -2.815 0.0255 0.0273 -0.0081
C -1.670 -4.190 -2.525 -0.0074 -0.0054 0.0630
C -2.509 -4.220 -3.637 0.0095 0.0062 0.0440
C -3.149 -5.394 -4.003 -0.0236 0.0133 -0.0351
C -2.975 -6.546 -3.250 0.0135 0.0015 0.0121
C -2.154 -6.523 -2.132 0.0018 0.0091 -0.0057
C -1.504 -5.353 -1.772 -0.0214 0.0203 -0.0023
H 2.546 -4.106 1.795 0.0000 -0.0016 0.0051
H 2.887 -4.361 0.090 0.0135 -0.0029 0.0112
H 1.221 -4.266 0.644 -0.0038 0.0044 -0.0047
H 3.213 -1.911 0.823 -0.0042 0.0104 -0.0254
H 1.531 -1.860 1.283 0.0098 -0.0422 -0.0544
H 3.859 -0.798 -2.181 0.0086 -0.0128 0.0096
H 2.871 -1.466 -3.471 -0.0020 0.0013 -0.0015
H 4.483 -3.149 -1.441 0.0064 0.0047 0.0021
H 4.949 -2.850 -3.109 -0.0008 -0.0130 -0.0033
H 3.520 -3.812 -2.766 0.0004 -0.0045 0.0038
H 0.809 -3.981 -2.054 0.0061 -0.0039 0.0211
H -0.769 0.277 -3.379 -0.0180 -0.0137 -0.0142
H -2.461 0.754 -3.373 0.0091 0.0030 -0.0146
H -1.259 -1.559 -5.032 -0.0031 -0.0077 0.0055
H -1.722 0.018 -5.653 -0.0090 -0.0082 -0.0111
H -2.960 -1.079 -5.065 -0.0109 -0.0045 0.0064
H -4.295 -0.976 -0.946 0.0080 -0.0322 0.0379
H -4.035 -2.710 -1.086 0.0090 -0.0141 -0.0400
H -4.921 -0.862 -3.401 -0.0012 0.0009 -0.0027
H -6.008 -1.854 -2.444 -0.0016 -0.0178 -0.0075
H -4.818 -2.627 -3.479 0.0151 -0.0052 -0.0141
H -2.636 -3.331 -4.244 -0.0106 0.0024 -0.0234
H -3.781 -5.410 -4.882 -0.0006 -0.0043 0.0029
H -3.480 -7.460 -3.533 -0.0043 0.0014 -0.0023
H -2.021 -7.418 -1.538 0.0007 -0.0007 0.0002
H -0.871 -5.334 -0.892 -0.0010 -0.0092 0.0013
C 3.311 2.986 -0.443 0.0506 -0.0165 0.0183
C 3.259 3.818 0.810 0.0537 -0.0232 -0.0014
C 4.066 4.945 0.929 -0.0079 -0.0081 -0.0012
C 4.060 5.714 2.083 -0.0002 -0.0040 0.0142
C 3.246 5.367 3.150 0.0056 0.0049 0.0015
C 2.433 4.248 3.051 -0.0436 0.0503 -0.0209
C 2.438 3.484 1.887 -0.1016 0.0244 0.0282
Sb 1.166 1.799 1.920 0.0587 -0.0678 -0.1189
C -0.553 2.530 2.907 0.0407 -0.0286 0.0344
C -1.011 1.944 4.084 0.0377 0.0256 0.0204
C -2.186 2.383 4.674 0.0113 -0.0235 0.0099
C -2.906 3.407 4.077 -0.0057 0.0003 -0.0031
C -2.438 3.999 2.913 -0.0087 0.0233 -0.0092
C -1.254 3.585 2.307 -0.0287 -0.0261 -0.0130
C -0.767 4.306 1.078 0.0280 -0.0258 0.0165
C 2.405 0.456 3.015 -0.0016 0.0329 -0.0633
C 3.763 0.774 2.933 0.0057 0.0091 0.0853
C 4.724 -0.092 3.431 -0.0030 0.0081 0.0090
C 4.330 -1.286 4.014 -0.0169 0.0019 -0.0071
C 2.984 -1.605 4.088 0.0024 0.0150 0.0348
C 2.001 -0.753 3.588 -0.0258 -0.0266 0.0093
C 0.564 -1.180 3.684 0.0573 0.0762 -0.0026
H 3.991 3.418 -1.175 -0.0006 -0.0074 0.0038
H 2.323 2.938 -0.909 -0.0640 -0.0083 -0.0606
H 3.660 1.968 -0.234 -0.0338 0.0059 -0.0059
H 4.713 5.221 0.105 -0.0036 -0.0003 -0.0026
H 4.697 6.585 2.149 -0.0010 0.0024 0.0008
H 3.241 5.961 4.054 0.0038 0.0005 0.0017
H 1.791 3.981 3.884 -0.0018 0.0069 -0.0020
H -0.445 1.158 4.561 0.0431 -0.0384 0.0119
H -2.530 1.934 5.596 -0.0054 0.0016 0.0006
H -3.827 3.758 4.524 -0.0009 0.0009 0.0018
H -2.997 4.811 2.465 -0.0038 0.0001 0.0002
H -1.572 4.884 0.629 0.0053 -0.0092 -0.0067
H -0.391 3.621 0.312 0.0158 0.0382 0.0499
H 0.043 4.995 1.326 0.0056 0.0104 0.0230
H 4.084 1.714 2.500 -0.0051 -0.0004 -0.0044
H 5.771 0.173 3.370 0.0027 -0.0068 -0.0009
H 5.068 -1.969 4.412 0.0032 0.0021 0.0023
H 2.679 -2.540 4.544 0.0032 -0.0040 0.0054
H 0.474 -2.262 3.580 -0.0106 -0.0146 -0.0393
H -0.054 -0.712 2.913 0.1032 0.0095 0.1122
H 0.141 -0.920 4.656 -0.0180 -0.0092 0.0113
```
Forces are in eV/Å.

Its charge is +2. The calculation puts the energy relative to the best compared isomer or geometry (same formula, charge and spin) at 0.00 kJ/mol. The calculation puts the frontier orbital gap at 7.85 eV.

Here is a molecular structure, C43H55BGeN7O2PdS2 in a non-equilibrium geometry from OMol25. Energies are from ωB97M-V/def2-TZVPD.

XYZ file:
```
112
Properties=species:S:1:pos:R:3:forces:R:3
Pd -0.800 -0.249 -0.426 1.2903 -1.4989 -0.7538
C 0.167 2.394 4.493 0.2401 1.4119 0.7969
C 0.441 2.909 3.125 -2.9659 -2.2761 -1.0663
C 1.370 3.880 2.661 1.7890 1.0320 0.0824
C 1.254 3.873 1.244 1.0874 0.6308 0.3516
N 0.328 3.028 0.898 -0.7630 -0.4982 -0.9597
N -0.259 2.433 2.012 2.1192 1.3367 2.6303
B -1.700 1.808 1.947 -1.0878 -1.2530 0.8808
N -2.257 2.075 0.538 -1.2893 1.6426 -0.9747
N -1.723 1.485 -0.635 -1.4289 2.5623 -1.4425
C -2.261 2.123 -1.700 0.3990 0.8404 0.4070
C -3.105 3.172 -1.221 1.2492 -0.7272 -1.9943
C -3.149 3.002 0.164 0.3102 -0.7854 1.9746
C -4.071 3.749 1.014 1.0398 0.6155 0.9145
C -1.968 1.910 -3.174 0.2080 -0.6493 -0.0224
C -2.720 2.990 -3.933 -0.6397 0.5526 0.5481
C -0.474 2.166 -3.513 0.2540 -0.2198 1.1882
C -2.451 0.444 -3.566 0.5458 1.5283 -0.1035
N -1.996 0.268 2.126 0.7544 -1.2887 -0.5531
N -2.155 -0.549 0.999 -1.3394 -0.7497 0.7446
C -2.685 -1.769 1.384 1.2145 2.4425 0.6460
C -2.681 -1.751 2.763 -0.4666 -0.0901 0.5343
C -2.320 -0.476 3.204 0.0471 -0.5756 -0.3199
C -2.370 0.022 4.591 0.0873 0.1441 1.4692
C -3.357 -2.824 0.580 0.3605 -0.1051 -0.8727
C -4.881 -2.713 0.881 0.2209 1.0401 -0.0149
C -2.770 -4.198 1.017 0.1502 1.5600 0.2771
C -3.145 -2.675 -0.956 -1.8006 -0.2694 0.4539
C 2.059 4.744 0.272 -0.8364 0.7819 0.4061
C 1.464 6.185 0.429 0.2266 -0.4338 -0.8587
C 1.691 4.324 -1.143 -0.1157 -0.8512 0.8099
C 3.602 4.719 0.607 -0.7069 0.5691 -0.5657
H 0.896 2.866 5.212 -0.7917 -0.6194 -0.6776
H 0.268 1.303 4.525 -0.1342 0.1920 -0.0335
H -0.873 2.704 4.829 1.0690 -0.4559 -0.4595
H 2.108 4.488 3.271 -1.1824 -0.9797 -0.7351
H -2.413 2.279 2.829 0.6228 0.2538 -0.6492
H -3.435 4.050 -1.788 -0.2417 -0.6967 0.4131
H -3.919 4.822 0.717 -0.2877 -0.6794 0.7885
H -3.896 3.478 2.065 0.0452 0.7707 -0.2702
H -5.110 3.519 0.853 -0.5086 -0.2287 -0.6311
H -2.281 3.960 -3.692 0.0737 0.0875 -0.0016
H -3.770 3.073 -3.614 0.1035 -0.3379 -0.6438
H -2.615 2.896 -5.003 -0.2052 -0.3064 -0.2849
H -0.186 3.238 -3.388 -0.4287 -0.7713 -0.3865
H -0.285 1.808 -4.528 0.1463 0.2094 0.1082
H 0.171 1.633 -2.789 -0.1035 -0.0100 -0.5410
H -3.337 0.170 -2.998 -0.0506 -0.1156 -0.0453
H -1.643 -0.261 -3.392 -0.0239 -0.2017 0.1134
H -2.693 0.458 -4.632 0.0121 -0.1775 0.1259
H -3.047 -2.603 3.319 0.0397 0.4550 0.4416
H -3.175 -0.501 5.141 0.2349 0.3255 -0.3835
H -2.581 1.109 4.633 0.2126 -0.6812 0.0708
H -1.457 -0.224 5.206 -0.6407 0.3924 -0.8538
H -5.107 -2.922 1.933 0.1595 0.2073 -0.1343
H -5.387 -3.480 0.316 -0.3363 -0.0699 -0.3934
H -5.277 -1.673 0.613 0.4730 -1.4908 0.3092
H -2.747 -4.290 2.098 -0.1400 -0.1263 0.0929
H -1.733 -4.231 0.684 -0.0079 -0.3861 -0.1622
H -3.375 -4.974 0.617 -0.2784 -0.8410 -0.4534
H -3.725 -1.826 -1.382 0.5420 -0.3738 0.3247
H -3.602 -3.589 -1.375 0.2925 0.3902 -0.1445
H -2.118 -2.647 -1.276 0.6978 0.1121 -0.0304
H 0.359 6.261 0.391 0.5098 -0.4517 0.2414
H 1.796 6.744 -0.456 0.1872 0.1836 0.4717
H 1.850 6.613 1.326 0.0613 0.7245 0.6205
H 0.621 4.126 -1.156 -0.1464 0.1692 -0.2543
H 2.163 3.375 -1.279 0.3859 -0.8167 -0.7762
H 1.937 5.015 -1.929 0.3790 0.3366 -0.0753
H 3.842 5.166 1.585 -0.2398 0.1076 -0.4309
H 4.138 5.270 -0.195 -0.3219 -0.1562 0.6260
H 4.031 3.725 0.629 -0.1849 -0.4224 -0.1640
Ge 1.375 -1.298 -0.623 3.7749 -0.4060 0.1622
C 3.331 -0.889 -1.238 -1.6601 -0.2991 -0.8972
C 3.506 -0.194 -2.437 0.1278 0.2359 -0.2159
C 4.729 0.456 -2.663 -0.0114 -0.2604 -1.1842
C 5.801 0.291 -1.790 -0.0789 0.3705 1.0151
C 5.649 -0.474 -0.610 -0.6085 0.3870 -1.1433
C 4.441 -1.136 -0.432 -0.6173 -0.6788 1.7169
C 1.706 -1.261 1.336 -0.7502 1.2175 0.3381
C 1.200 -2.190 2.233 0.2806 0.2991 1.2913
C 1.666 -2.157 3.589 -0.6224 -1.1652 -0.5896
C 2.545 -1.172 4.015 -0.2339 -0.2555 1.4067
C 2.839 -0.114 3.171 0.1446 1.1729 -0.6507
C 2.410 -0.115 1.838 -0.3241 -1.4453 0.6534
H 0.457 -0.114 -1.637 -0.2442 -0.4062 0.4205
H 2.749 -0.248 -3.252 0.3742 0.6260 0.8506
H 4.826 1.055 -3.594 0.1583 -0.5600 0.7797
H 6.750 0.801 -1.958 -0.3299 -0.0519 -0.0801
H 6.377 -0.462 0.193 0.2790 -0.4403 -0.4213
H 4.333 -1.871 0.401 0.0807 0.9796 -0.4475
H 0.410 -2.876 1.922 0.5844 -0.0792 0.2484
H 1.332 -2.977 4.272 0.3340 0.9265 -0.6018
H 2.922 -1.127 5.081 -0.5083 -0.2959 -1.4174
H 3.382 0.752 3.602 -0.2759 -0.6257 -0.5825
H 2.562 0.734 1.210 0.4751 0.3602 -0.4296
O 3.163 -4.412 0.068 -2.0643 0.1642 -0.8982
S 1.766 -4.555 -0.298 -0.0268 -1.6865 2.3792
O 0.764 -4.756 0.744 1.2981 0.4337 -1.4297
N 1.248 -3.232 -1.254 -0.7005 1.3125 -1.2019
C 0.967 -3.595 -2.511 0.7757 0.1881 1.0023
S 0.720 -2.563 -3.849 -0.1369 0.0137 0.5729
C 1.056 -5.023 -2.720 0.1643 -1.3503 -1.1449
C 0.860 -5.722 -3.937 -0.3674 1.7929 -0.1703
C 1.083 -7.060 -3.994 0.1473 -1.3102 -0.0339
C 1.506 -7.777 -2.846 -0.2640 -0.2093 -0.2456
C 1.649 -7.147 -1.609 -0.2164 1.7494 0.0767
C 1.463 -5.724 -1.604 0.4205 -1.2407 0.0089
H 0.548 -5.161 -4.839 0.1048 -0.4540 0.5520
H 0.895 -7.608 -4.937 0.3087 0.3879 0.6912
H 1.693 -8.856 -2.987 -0.1548 0.6726 0.4493
H 1.847 -7.650 -0.658 0.2167 -0.0099 -0.5752
```
Forces are in eV/Å.

Its charge is +3. The spin multiplicity is 5. The calculation puts the energy relative to the best compared isomer or geometry (same formula, charge and spin) at 0.00 kJ/mol. The calculation puts the frontier orbital gap (alpha / beta) at 6.99 / 4.14 eV. The expectation value of S² is 6.0542.